1.
Below is a molecular structure, C42H39CrN3O3P2S in a non-equilibrium geometry, with properties calculated with the ωB97M-V functional and the def2-TZVPD basis.

Structure (XYZ):
```
91
Properties=species:S:1:pos:R:3:mulliken_charge:R:1
Cr -1.395 0.615 1.350 -0.678
O -0.213 -3.092 5.048 -0.647
C -0.555 -3.807 3.970 0.520
C -0.370 -5.189 4.014 -0.673
C -0.730 -5.979 2.943 -0.387
C -1.298 -5.417 1.799 -1.058
C -1.459 -4.053 1.730 -0.348
C -1.073 -3.228 2.796 -0.026
C -1.187 -1.787 2.631 0.991
O -1.448 -1.288 1.457 0.160
N -0.995 -0.974 3.650 -1.105
N -1.136 0.326 3.247 0.618
C -1.000 1.271 4.132 -0.577
C -1.220 2.658 3.876 0.450
C -0.997 3.578 4.920 -0.871
C -1.243 4.917 4.750 -0.811
C -1.738 5.377 3.525 -0.515
C -1.984 4.501 2.492 -0.504
C -1.707 3.138 2.632 0.642
O -1.904 2.315 1.616 -0.335
H -0.415 -2.149 4.883 0.469
H 0.059 -5.615 4.911 0.461
H -0.568 -7.047 2.993 0.395
H -1.605 -6.048 0.976 0.445
H -1.903 -3.582 0.861 0.344
H -0.738 0.966 5.141 0.409
H -0.630 3.206 5.869 0.427
H -1.065 5.612 5.559 0.434
H -1.927 6.433 3.381 0.448
H -2.366 4.839 1.538 0.494
C 4.489 -2.301 -4.170 -0.838
S 3.930 -2.805 -2.526 -0.030
C 2.224 -2.184 -2.617 -0.652
C 1.512 -2.476 -1.305 -1.508
C 0.168 -1.765 -1.171 -0.465
N 0.188 -0.266 -1.209 1.100
P -1.347 0.541 -1.580 0.167
C -1.191 0.774 -3.388 1.007
C -1.574 2.028 -3.867 -0.502
C -1.409 2.362 -5.202 -0.795
C -0.860 1.440 -6.079 -0.576
C -0.489 0.184 -5.616 -0.824
C -0.648 -0.149 -4.281 -0.268
C -2.722 -0.645 -1.338 0.899
C -3.634 -0.227 -0.362 -0.706
C -4.730 -1.009 -0.024 -0.647
C -4.932 -2.215 -0.674 -0.697
C -4.064 -2.613 -1.684 -0.776
C -2.975 -1.829 -2.029 -0.318
P 0.713 0.489 0.255 1.141
C 2.521 0.225 0.300 0.645
C 3.207 0.690 -0.822 -0.871
C 4.588 0.636 -0.845 -0.846
C 5.282 0.132 0.248 -0.575
C 4.598 -0.318 1.364 -0.800
C 3.210 -0.271 1.397 0.275
C 0.868 2.308 0.059 1.618
C 1.355 2.883 1.237 -1.198
C 1.571 4.245 1.320 -0.763
C 1.301 5.051 0.221 -0.713
C 0.829 4.485 -0.951 -1.014
C 0.613 3.115 -1.039 -0.344
H 5.485 -2.713 -4.308 0.374
H 4.526 -1.214 -4.237 0.230
H 3.822 -2.705 -4.930 0.273
H 1.730 -2.691 -3.450 0.590
H 2.260 -1.112 -2.819 0.153
H 2.164 -2.232 -0.467 0.427
H 1.308 -3.548 -1.246 0.727
H -0.316 -2.109 -0.256 -0.063
H -0.457 -2.086 -1.998 0.237
H -2.006 2.748 -3.179 0.417
H -1.698 3.343 -5.556 0.431
H -0.721 1.696 -7.121 0.408
H -0.067 -0.541 -6.299 0.453
H -0.331 -1.129 -3.954 0.152
H -3.526 0.760 0.088 0.491
H -5.428 -0.672 0.730 0.503
H -5.785 -2.830 -0.422 0.430
H -4.243 -3.541 -2.212 0.469
H -2.344 -2.143 -2.849 0.345
H 2.653 1.101 -1.657 0.412
H 5.126 0.999 -1.712 0.486
H 6.363 0.094 0.227 0.416
H 5.144 -0.707 2.213 0.470
H 2.668 -0.619 2.269 0.575
H 1.578 2.248 2.091 0.409
H 1.943 4.677 2.240 0.476
H 1.464 6.118 0.286 0.423
H 0.630 5.114 -1.809 0.494
H 0.274 2.686 -1.974 0.492
```

Results
* charge: +1
* E: -4139.08133 Ha
* strongest force on any atom: 1.4 eV Å⁻¹
* expectation value of S²: 3.826
* 2S+1: 4


2.
Below is a molecular structure, C42H40AlN4OP2S2Te, with properties calculated with the ωB97M-V functional and the def2-TZVPD basis.

Structure (XYZ):
```
93
Properties=species:S:1:pos:R:3:mulliken_charge:R:1
Al -1.419 -0.178 0.721 0.379
S -2.783 0.947 2.241 -0.559
C -3.858 0.360 1.025 0.734
N -3.326 -0.419 0.108 0.901
C -4.246 -0.789 -0.867 -0.288
C -4.005 -1.593 -1.976 -0.245
C -5.049 -1.850 -2.843 -0.925
C -6.322 -1.320 -2.615 -0.560
C -6.572 -0.522 -1.514 -0.555
C -5.520 -0.261 -0.645 0.920
S -5.525 0.709 0.806 -0.242
H -3.019 -2.003 -2.156 0.316
H -4.879 -2.470 -3.712 0.435
H -7.123 -1.536 -3.309 0.411
H -7.556 -0.110 -1.338 0.423
Te 1.494 3.768 -0.256 0.281
C 3.419 2.972 -0.656 -0.094
C 3.855 2.737 -1.954 0.038
C 5.104 2.160 -2.144 -0.641
N 5.916 1.813 -1.149 -0.630
C 5.498 2.061 0.089 -0.531
C 4.272 2.638 0.387 -0.046
C 0.460 1.990 0.022 -1.294
P 0.748 0.805 1.259 0.450
C 1.157 1.629 2.828 1.206
C 2.350 1.453 3.525 -0.477
C 2.579 2.149 4.705 -0.807
C 1.624 3.026 5.194 -0.545
C 0.442 3.224 4.493 -0.892
C 0.213 2.534 3.315 -0.571
C 2.137 -0.317 0.883 0.959
C 2.768 -0.239 -0.355 -0.515
C 3.779 -1.133 -0.689 -1.091
C 4.164 -2.113 0.213 -1.040
C 3.521 -2.215 1.442 -0.938
C 2.501 -1.336 1.768 -0.259
P -0.722 1.305 -1.046 1.003
C -0.014 0.584 -2.556 0.417
C -0.197 -0.762 -2.850 -0.115
C 0.436 -1.341 -3.942 -0.779
C 1.264 -0.570 -4.744 -0.694
C 1.450 0.779 -4.460 -0.772
C 0.810 1.354 -3.375 -0.122
C -1.923 2.523 -1.628 0.762
C -2.439 2.506 -2.921 -0.707
C -3.423 3.414 -3.286 -0.761
C -3.896 4.336 -2.365 -0.614
C -3.389 4.353 -1.072 -0.893
C -2.408 3.448 -0.702 -0.433
H 3.241 2.994 -2.808 0.526
H 5.467 1.965 -3.148 0.401
H 6.176 1.780 0.888 0.408
H 3.989 2.812 1.418 0.536
H 3.119 0.798 3.140 0.457
H 3.512 2.011 5.235 0.432
H 1.806 3.568 6.113 0.407
H -0.296 3.926 4.859 0.451
H -0.694 2.718 2.750 0.119
H 2.482 0.540 -1.051 0.619
H 4.280 -1.041 -1.643 0.526
H 4.969 -2.792 -0.035 0.462
H 3.829 -2.976 2.149 0.542
H 2.002 -1.426 2.729 0.548
H -0.834 -1.366 -2.211 -0.047
H 0.287 -2.389 -4.167 0.462
H 1.764 -1.017 -5.593 0.407
H 2.095 1.381 -5.086 0.456
H 0.954 2.406 -3.152 0.645
H -2.072 1.790 -3.645 0.446
H -3.815 3.404 -4.295 0.457
H -4.660 5.046 -2.655 0.412
H -3.756 5.074 -0.353 0.481
H -2.010 3.456 0.306 0.281
C -0.228 -3.723 -0.650 -1.181
N -0.019 -3.841 0.788 0.248
C 1.095 -4.700 1.180 -1.378
C -0.559 -2.922 1.596 0.324
O -1.159 -1.925 1.074 -0.399
N -0.523 -3.057 2.931 0.454
C -0.608 -4.355 3.597 -1.308
C -0.841 -1.904 3.769 -0.758
H -0.105 -4.709 -1.093 0.474
H 0.498 -3.036 -1.094 0.422
H -1.236 -3.372 -0.855 0.242
H 1.890 -4.582 0.446 0.483
H 0.795 -5.748 1.216 0.314
H 1.487 -4.399 2.145 0.457
H -0.810 -5.142 2.878 0.387
H -1.439 -4.320 4.302 0.445
H 0.304 -4.588 4.147 0.365
H -0.385 -1.000 3.369 0.186
H -0.421 -2.084 4.757 0.450
H -1.918 -1.752 3.855 0.333
```

Results
* charge: +1
* E: -3908.24609 Ha
* strongest force on any atom: 0.3 eV Å⁻¹
* 2S+1: 1


3.
Below is a molecular structure, C42H40BaN7O9S in a non-equilibrium geometry, with properties calculated with the ωB97M-V functional and the def2-TZVPD basis.

Structure (XYZ):
```
100
Properties=species:S:1:pos:R:3:mulliken_charge:R:1
Ba -1.190 -0.615 -0.781 1.556
C 2.367 0.723 -4.858 -1.186
C 0.956 0.578 -4.198 0.595
O 0.815 -0.366 -3.442 -0.546
C -0.049 1.663 -4.430 0.620
C 0.182 2.355 -5.592 -0.554
C -0.526 3.404 -6.071 -0.831
C -1.625 3.825 -5.330 -0.392
C -1.898 3.186 -4.136 -0.451
C -1.132 2.075 -3.580 0.059
O -1.542 1.502 -2.497 -0.479
H 2.787 -0.271 -4.871 0.313
H 2.964 1.314 -4.175 0.225
H 2.543 1.167 -5.824 0.482
H 1.041 1.994 -6.172 0.139
H -0.246 3.814 -7.028 0.375
H -2.261 4.622 -5.679 0.410
H -2.731 3.557 -3.516 0.315
C -2.537 2.748 2.424 -0.847
C -3.278 1.464 2.410 0.280
N -3.082 0.412 1.681 0.326
C -4.092 -0.450 2.049 0.021
C -4.900 0.139 2.969 -0.040
N -4.352 1.336 3.223 -0.026
C -6.182 -0.110 3.635 0.828
O -6.707 -1.207 3.436 -0.802
O -6.530 0.841 4.346 -0.789
C -4.274 -1.690 1.326 0.025
O -5.232 -2.462 1.743 -0.574
O -3.564 -2.054 0.363 -0.447
H -1.491 2.574 2.683 0.176
H -2.986 3.439 3.138 0.398
H -2.537 3.208 1.424 0.078
H -4.823 1.967 3.836 0.269
H -5.858 -2.026 2.429 0.467
C 5.462 0.602 2.477 -0.608
O 5.061 1.481 3.560 -0.519
C 4.253 0.853 4.470 0.397
C 4.732 0.556 5.727 -0.565
C 3.904 -0.050 6.663 -0.406
C 2.613 -0.419 6.343 -1.035
C 2.171 -0.192 5.033 0.085
C 2.941 0.509 4.105 0.013
N 2.415 0.793 2.835 0.197
C 1.883 -0.134 1.931 -0.321
N 1.834 -1.419 2.355 0.324
C 1.550 -2.610 1.613 -1.300
C 0.496 -2.655 0.650 0.170
C 0.370 -3.953 0.096 -0.070
C 1.128 -5.077 0.427 -0.798
C 2.104 -4.968 1.410 -0.242
C 2.268 -3.727 1.994 0.484
O 3.042 -3.596 3.189 -0.471
C 4.432 -4.015 3.198 -0.911
N 1.461 0.281 0.768 0.316
C 1.464 1.656 0.450 -0.625
C 0.280 2.400 0.388 0.975
C 0.259 3.737 -0.009 -1.116
C 1.409 4.367 -0.409 -0.913
C 2.604 3.660 -0.406 -0.635
C 2.623 2.327 -0.009 0.597
O 3.804 1.608 -0.030 -0.190
C 4.925 2.257 -0.615 -1.312
H 6.085 1.151 1.774 0.157
H 4.598 0.206 1.954 0.217
H 6.093 -0.167 2.882 0.348
H 5.771 0.756 5.959 0.450
H 4.322 -0.244 7.634 0.389
H 1.989 -0.905 7.055 0.440
H 1.148 -0.453 4.754 0.466
H 2.785 1.594 2.360 0.437
H 2.315 -1.613 3.198 0.201
H -0.461 -4.121 -0.559 0.244
H 0.961 -6.010 -0.105 0.366
H 2.680 -5.839 1.746 0.284
H 4.514 -5.026 3.524 0.304
H 5.036 -3.375 3.868 0.262
H 4.838 -3.894 2.201 0.384
H -0.688 1.928 0.621 0.185
H -0.722 4.229 -0.059 0.310
H 1.424 5.354 -0.771 0.456
H 3.498 4.141 -0.765 0.444
H 5.703 1.541 -0.685 0.320
H 5.271 3.096 0.010 0.400
H 4.716 2.603 -1.625 0.453
N -7.083 -1.913 -5.060 -0.345
C -6.003 -2.636 -5.399 -0.207
S -5.939 -3.765 -6.599 -0.333
C -4.826 -2.349 -4.547 0.783
C -4.246 -3.309 -3.757 -0.730
C -3.199 -2.962 -2.928 -0.404
N -2.694 -1.767 -2.907 0.106
C -3.232 -0.821 -3.692 -0.354
C -4.317 -1.053 -4.498 -0.870
H -7.925 -1.953 -5.609 0.210
H -7.052 -1.195 -4.353 0.251
H -4.579 -4.350 -3.762 0.391
H -2.774 -3.683 -2.276 0.374
H -2.763 0.146 -3.629 0.656
H -4.764 -0.267 -5.093 0.443
```

Results
* charge: -1
* E: -3108.79306 Ha
* strongest force on any atom: 2.1 eV Å⁻¹
* 2S+1: 1


Which value of 2S+1 does entry 3 give?
1


The highest E belongs to which entry?
C42H40BaN7O9S


Which of these has the lowest E?
C42H39CrN3O3P2S